(1)
A molecular structure, C35H72N3O3PdSbSi5, computed with ωB97M-V with the def2-TZVPD basis set.

Last column: Mulliken charge in e.
CARTESIAN COORDINATES (ANGSTROEM)
Pd -0.45733 0.16012 -1.33276  -1.657
C -1.42354 1.43289 3.47890  -1.847
C -1.60652 0.35057 2.41632  1.235
C -2.38058 -0.84115 2.96785  -1.816
O -2.32333 0.91096 1.32517  -0.057
C -0.20320 -0.08203 1.96083  -0.292
O 0.51462 -0.62321 2.84174  -0.953
O 0.20938 0.17552 0.79694  3.270
H -2.40385 1.82980 3.74416  0.479
H -0.81616 2.25253 3.09075  0.320
H -0.94729 1.02343 4.36862  0.312
H -3.32446 -0.49042 3.38600  0.504
H -1.80892 -1.34720 3.74504  0.285
H -2.60449 -1.55061 2.17006  0.270
H -1.79714 0.69464 0.54006  -0.671
C 3.03664 1.24005 5.07794  -1.804
C 3.35950 -0.16005 4.55139  1.713
C 4.81642 -0.51490 4.82707  -1.611
C 2.44168 -1.16679 5.24827  -1.576
Sb 2.87481 -0.09987 2.41612  0.420
C 4.02685 1.55331 1.47383  1.990
C 4.14795 1.23854 -0.00952  -1.697
C 5.40268 1.73895 2.09979  -1.859
C 3.16258 2.79946 1.66166  -1.517
C 3.34114 -2.01858 1.48604  2.425
C 2.79347 -1.97995 0.06350  -1.048
C 2.62676 -3.11319 2.27506  -1.536
C 4.84874 -2.25452 1.47262  -1.489
H 3.18578 1.25573 6.16263  0.518
H 1.99712 1.51416 4.88236  0.270
H 3.68237 2.00676 4.64786  0.264
H 4.97657 -0.50630 5.91128  0.526
H 5.51643 0.19251 4.38450  0.235
H 5.06595 -1.51520 4.47153  0.275
H 2.52470 -1.01625 6.33021  0.545
H 2.73241 -2.19588 5.04210  0.335
H 1.39755 -1.04006 4.96731  0.147
H 4.82222 0.40778 -0.21576  0.296
H 4.55363 2.11748 -0.52396  0.609
H 3.17424 1.02247 -0.45716  -0.123
H 6.01379 0.83720 2.03064  0.340
H 5.34760 2.04698 3.14449  0.351
H 5.92777 2.53132 1.55351  0.498
H 2.18461 2.68278 1.18721  0.149
H 3.66290 3.65140 1.18877  0.516
H 3.00466 3.04712 2.71282  0.254
H 1.75136 -1.65863 0.03104  -0.442
H 2.85469 -2.98867 -0.36080  0.724
H 3.38742 -1.32728 -0.57095  -0.991
H 1.55798 -2.91587 2.37810  0.147
H 3.05542 -3.24785 3.26839  0.345
H 2.74675 -4.05899 1.73654  0.495
H 5.38526 -1.47477 0.92992  0.238
H 5.05140 -3.19661 0.95205  0.483
H 5.26313 -2.33588 2.47833  0.275
N 1.36390 0.18725 -2.35740  -0.220
C 2.34599 -0.30438 -2.76585  0.736
N 3.38289 -0.76345 -3.34622  -0.869
C 4.54465 -0.87629 -2.72722  0.615
N 5.58353 -1.01499 -2.23483  -0.629
C 0.75212 2.33112 -4.78940  -0.984
Si -0.96359 1.68476 -4.38397  0.468
C -2.19137 2.72614 -5.36888  -1.183
C -1.18416 -0.09976 -4.91925  -0.441
Si -1.57162 2.15087 -2.14464  -0.129
Si -3.90257 2.54207 -2.04847  1.047
C -4.44072 2.86327 -0.27998  -1.038
C -4.89086 1.10360 -2.75085  -1.138
C -4.34910 4.07653 -3.05672  -1.151
Si -0.42714 4.02695 -1.31154  0.258
C -0.93308 5.64942 -2.11829  -1.199
C -0.79435 4.14638 0.53494  -0.809
C 1.42802 3.80625 -1.54609  -0.196
H 1.13168 1.82678 -5.68228  0.465
H 1.46376 2.16382 -3.98509  0.004
H 0.70859 3.40142 -5.00514  0.379
H -1.89486 2.71252 -6.42313  0.448
H -2.20711 3.76667 -5.04235  0.292
H -3.20523 2.32776 -5.30558  0.248
H -0.72903 -0.27979 -5.89633  0.490
H -2.24687 -0.34391 -4.99826  0.272
H -0.73084 -0.79888 -4.21491  -0.368
H -4.05648 2.11456 0.41199  0.044
H -5.53262 2.87313 -0.21630  0.474
H -4.08111 3.84019 0.05384  0.298
H -4.99555 0.29766 -2.02275  0.286
H -4.43321 0.68808 -3.65147  0.261
H -5.89375 1.44990 -3.01498  0.461
H -3.53637 4.79580 -3.15157  0.204
H -5.18186 4.57825 -2.55579  0.406
H -4.67469 3.80959 -4.06229  0.378
H -1.98068 5.88726 -1.92814  0.309
H -0.77282 5.63782 -3.19855  0.312
H -0.32865 6.45984 -1.70074  0.409
H -1.72779 4.68614 0.71145  0.455
H 0.00224 4.67879 1.06263  0.463
H -0.90283 3.15627 0.98178  -0.228
H 1.73582 4.08942 -2.55407  0.405
H 1.73598 2.77042 -1.38538  -0.584
H 1.97043 4.43926 -0.83798  0.445
C -0.77770 -3.12471 0.26315  -0.833
Si -1.35323 -2.16959 -1.25803  1.626
C -3.22332 -1.96422 -1.21117  -1.303
C -0.85890 -3.18368 -2.75632  0.129
C -1.78412 -4.00366 -3.40660  -0.506
C -1.40667 -4.78984 -4.48733  -0.637
C -0.09523 -4.76603 -4.93971  -0.528
C 0.84025 -3.96020 -4.30424  -0.827
C 0.45778 -3.18062 -3.22379  -0.080
H -1.49746 -3.92541 0.45902  0.623
H -0.68514 -2.52164 1.16726  -0.165
H 0.19174 -3.58788 0.06678  0.316
H -3.69094 -2.87797 -0.83135  0.568
H -3.61322 -1.76184 -2.21052  0.389
H -3.52142 -1.14186 -0.55709  0.262
H -2.81646 -4.02790 -3.07552  0.319
H -2.13846 -5.41877 -4.97882  0.393
H 0.19737 -5.37319 -5.78689  0.390
H 1.86537 -3.93137 -4.65115  0.474
H 1.20026 -2.55532 -2.74026  0.151

The calculation puts the electronic energy at -3582.39420 hartree. The energy relative to the best compared isomer or geometry (same formula, charge and spin) is 0.0 kJ/mol. The HOMO energy (alpha / beta) is -6.9 / -8.6 eV. As for the multiplicity: 5. The calculation puts the frontier orbital gap (alpha / beta) at 7.4 / 6.8 eV.


(2)
A single C4H4N4 molecule, computed with ωB97M-V with the def2-TZVPD basis set.

Last column: Mulliken charge in e.
CARTESIAN COORDINATES (ANGSTROEM)
H 1.68524 1.37525 0.51819  0.334
N 2.59680 0.81081 0.07449  -0.525
C 2.31268 -0.38330 -0.01918  0.028
N 0.93734 -1.00515 0.17395  -0.459
C -0.17054 -0.46244 -0.19346  0.533
N -0.41234 1.05569 -0.21281  -0.431
C -1.66038 1.09430 -0.00728  0.019
C -2.30971 -0.23674 0.13025  -0.038
N -1.44754 -1.16569 -0.10256  -0.449
H 3.08232 -1.11594 -0.27458  0.383
H -2.10406 2.15702 0.17581  0.327
H -3.41556 -0.35692 0.58708  0.279

As for the SMILES: [H]/N=C\N=C1N=CC=N1. The calculation puts the electronic energy at -373.73422 hartree. The energy relative to the best compared isomer or geometry (same formula, charge and spin) is 290.6 kJ/mol. The HOMO energy is -9.8 eV. The calculation puts the frontier orbital gap at 8.3 eV.


(3)
A single C5H5N molecule, computed with ωB97M-V with the def2-TZVPD basis set.

Last column: Mulliken charge in e.
CARTESIAN COORDINATES (ANGSTROEM)
C 1.13365 -1.19190 -0.81774  -0.881
C 0.22029 -0.88375 0.09287  -0.135
C -0.38481 0.43810 0.21782  0.833
C -1.20028 0.75444 1.25667  -0.915
C 0.01489 1.36666 -0.79510  0.169
N 0.38216 2.05814 -1.64383  -0.422
H 1.45616 -0.49200 -1.60348  0.268
H 1.47497 -2.19938 -0.93187  0.271
H -0.14438 -1.67640 0.78428  0.240
H -1.61562 1.76907 1.34097  0.300
H -1.33703 0.05702 2.09940  0.272

As for the SMILES: C=CC(=C)C#N. The calculation puts the electronic energy at -248.22094 hartree. The energy relative to the best compared isomer or geometry (same formula, charge and spin) is 142.0 kJ/mol. The HOMO energy is -9.6 eV. The calculation puts the frontier orbital gap at 9.6 eV.


(4)
2 unconnected molecules or ions with the total composition C6H14N2O2, computed with ωB97M-V with the def2-TZVPD basis set.

Last column: Mulliken charge in e.
CARTESIAN COORDINATES (ANGSTROEM)
C 2.26802 -0.21512 -1.28718  -0.887
N 2.30602 0.05461 0.12141  -0.217
C 1.45473 0.99692 0.70264  0.757
C 1.57565 0.99238 2.20580  -1.196
O 0.88863 1.86876 0.07988  -0.570
H 1.55658 0.46650 -1.75793  0.352
H 3.22495 -0.10970 -1.79694  0.319
H 1.89584 -1.21095 -1.53640  0.258
H 2.45583 -0.70858 0.75120  0.254
H 0.69871 1.33228 2.74592  0.308
H 1.93417 0.04512 2.59587  0.385
H 2.39166 1.67504 2.46997  0.318
C -2.83029 1.13591 0.03247  -1.034
N -1.70983 0.23953 -0.31750  -0.099
C -2.04972 -1.01398 -0.69097  0.669
C -0.89428 -1.99032 -0.97927  -0.783
O -3.19680 -1.43186 -0.75956  -0.643
H -3.18114 1.56043 -0.90763  0.292
H -3.64100 0.55619 0.46232  0.350
H -2.49554 1.92318 0.69926  0.332
H -0.80436 0.48327 0.06046  0.145
H -0.31673 -1.87698 -1.89013  0.199
H -0.20412 -1.79927 -0.14197  0.172
H -1.32700 -2.97338 -0.86171  0.319

As for the SMILES: CNC(C)=O.CNC(C)=O. The calculation puts the electronic energy at -497.02574 hartree. The energy relative to the best compared isomer or geometry (same formula, charge and spin) is 83.5 kJ/mol. The HOMO energy is -9.5 eV. The calculation puts the frontier orbital gap at 10.0 eV.


Which formula does entry 3 have?
C5H5N


Which of these has the lowest electronic energy?
C35H72N3O3PdSbSi5